Entry 1:
Entry from the OMol25 dataset: C21H23Cl5N2OPtS4 as an isolated structure at a distorted geometry (ωB97M-V with the def2-TZVPD basis set).

Each line ends with the natural charge from an NBO analysis.
Atoms and positions in Å:
Pt 0.317 -0.996 -1.270  0.826
C 2.951 0.063 0.861  -0.428
N 1.600 -0.485 0.871  -0.430
C 1.553 -1.670 1.724  -0.433
C 0.655 0.512 1.352  0.082
C -1.255 1.639 -0.569  -0.029
C -1.545 2.968 -0.845  -0.236
C -1.434 3.463 -2.132  -0.214
C -1.066 2.619 -3.165  -0.218
C -0.752 1.296 -2.891  -0.250
C -0.808 0.799 -1.594  -0.215
H 3.261 0.355 1.875  0.186
H 2.998 0.933 0.207  0.221
H 3.641 -0.690 0.487  0.223
H 1.893 -1.434 2.742  0.184
H 2.197 -2.445 1.316  0.225
H 0.529 -2.039 1.765  0.225
H 0.817 1.441 0.783  0.194
H 0.845 0.704 2.429  0.154
H -1.873 3.596 -0.029  0.234
H -1.647 4.502 -2.330  0.213
H -1.016 2.980 -4.183  0.217
H -0.460 0.650 -3.713  0.221
S -1.273 -2.723 -0.270  -0.097
S -1.154 -4.400 -1.280  0.156
S -1.122 -3.904 -3.433  0.092
S -0.387 -2.111 -3.674  -0.199
Cl 2.320 1.317 -2.569  0.021
C 3.064 -0.240 -2.495  -0.014
C 2.340 -1.282 -1.927  -0.414
C 3.005 -2.496 -1.813  -0.100
Cl 2.162 -3.823 -1.115  0.023
C 4.323 -2.678 -2.224  -0.092
Cl 5.121 -4.182 -1.981  0.049
C 5.002 -1.622 -2.826  -0.094
Cl 6.612 -1.829 -3.384  0.057
C 4.363 -0.393 -2.971  -0.125
Cl 5.182 0.919 -3.717  0.055
O -0.648 0.039 1.159  -0.588
C -1.610 1.070 0.803  0.397
C -2.999 0.422 0.629  -0.429
C -3.311 -0.733 1.575  -0.401
C -3.616 -0.312 3.007  -0.390
C -2.493 0.526 3.610  -0.428
C -2.448 1.936 3.003  -0.211
N -1.665 2.111 1.787  -0.662
H -3.067 0.055 -0.397  0.234
H -3.732 1.220 0.745  0.220
H -2.457 -1.409 1.580  0.207
H -4.167 -1.280 1.173  0.213
H -3.764 -1.212 3.610  0.208
H -4.545 0.265 3.034  0.192
H -1.538 0.015 3.465  0.209
H -2.659 0.629 4.683  0.210
H -2.029 2.636 3.731  0.205
H -3.476 2.260 2.795  0.183
H -0.735 2.449 1.995  0.365

The electronic energy comes out at -5011.6582 a.u. For the orbital gap (spin up / spin down), the calculation gives 3.98 / 3.92 eV. For the HOMO energy (spin up / spin down), the calculation gives -0.257 / -0.256 Ha. Its spin multiplicity is 1.

---

Entry 2:
Entry from the OMol25 dataset: C21H23ClCoN4O4STe as an isolated structure (ωB97M-V with the def2-TZVPD basis set).

Each line ends with the natural charge from an NBO analysis.
Atoms and positions in Å:
Co -2.625 0.271 1.004  0.840
O -5.136 0.952 4.064  -0.730
C -4.318 0.959 3.138  0.747
O -4.193 0.033 2.241  -0.776
C -3.336 2.068 2.943  -0.007
C -3.195 3.207 3.704  -0.190
C -2.196 4.135 3.395  -0.323
C -1.347 3.861 2.316  -0.191
C -1.527 2.710 1.587  0.009
N -2.523 1.831 1.879  -0.432
C -0.716 2.248 0.412  0.752
O 0.215 2.934 -0.028  -0.736
O -1.122 1.123 -0.056  -0.738
H -3.869 3.352 4.540  0.212
H -2.076 5.037 3.982  0.185
H -0.540 4.527 2.036  0.216
C 5.433 0.169 -2.964  -0.618
C 3.938 0.340 -2.931  -0.028
C 3.091 -0.753 -2.820  -0.274
C 1.704 -0.610 -2.787  0.106
C 0.868 -1.851 -2.645  -0.673
C 1.145 0.675 -2.874  -0.323
Te -0.953 0.911 -2.839  0.272
C 1.989 1.792 -2.976  0.003
C 1.447 3.192 -3.026  -0.657
C 3.367 1.603 -3.007  -0.242
H 5.714 -0.861 -2.742  0.202
H 5.920 0.818 -2.233  0.207
H 5.842 0.422 -3.947  0.200
H 3.514 -1.751 -2.743  0.185
H 1.510 -2.727 -2.535  0.186
H 0.227 -1.994 -3.517  0.224
H 0.197 -1.795 -1.786  0.268
H 0.867 3.391 -2.121  0.290
H 0.784 3.321 -3.884  0.213
H 2.265 3.911 -3.101  0.182
H 4.011 2.476 -3.073  0.185
Cl -2.324 -2.642 -0.682  -0.303
C -3.322 -1.059 -0.346  -0.738
H -4.279 -1.494 -0.040  0.159
H -3.449 -0.696 -1.369  0.160
C 1.803 -3.838 0.308  -0.600
C 1.754 -3.164 1.680  -0.438
C 0.372 -2.702 2.012  0.024
N -0.039 -1.507 1.792  -0.218
N -1.359 -1.316 2.064  -0.370
C -1.951 -2.394 2.496  0.273
N -3.280 -2.492 2.735  -0.824
S -0.878 -3.765 2.601  0.247
H 2.823 -4.135 0.054  0.188
H 1.437 -3.151 -0.455  0.237
H 1.168 -4.725 0.284  0.201
H 2.390 -2.277 1.683  0.232
H 2.123 -3.843 2.455  0.191
H -3.797 -1.598 2.666  0.461
H -3.570 -3.131 3.455  0.371

The energy above the lowest of the compared OMol25 structures with the same formula, charge and spin comes out at 51.6 kcal per mole. The electronic energy comes out at -3843.2066 a.u. The total charge is -2. As for the expectation value of S²: 0.76. For the orbital gap (spin up / spin down), the calculation gives 3.61 / 3.45 eV. For the HOMO energy (spin up / spin down), the calculation gives 0.022 / 0.021 Ha. Its spin multiplicity is 2.